Entry 1:
Entry from OMol25: 2 unconnected molecules or ions with the total composition CH7N2O2 at a distorted geometry (ωB97M-V with the def2-TZVPD basis set).

Summary:
Relative energy (zero: lowest compared OMol25 entry of this formula, charge and spin): 96.3 kcal per mole
E_LUMO: -3.53 eV
Total charge: +1
E_HOMO: -15.379 eV
Kohn-Sham gap: 11.9 eV
Multiplicity: 1
Total energy: -301.94453 hartree

Each atom is followed by the atoms it is bonded to, with distances in Å.
Positions of all 12 atoms, in Å:
1 C 0.88 -0.16 -0.54  O4 1.281, O5 1.265, H6 1.134
2 N 0.02 -1.68 0.92  O5 1.466, H7 1.023, H8 1.030
3 N -0.47 1.30 -0.01  H9 0.956, H10 1.007, H11 1.004
4 O 1.24 0.38 -1.65  C1 1.281, H12 0.987
5 O 0.18 -1.21 -0.46  C1 1.265, N2 1.466
6 H 1.47 0.11 0.39  C1 1.134
7 H -0.62 -2.47 0.81  N2 1.023
8 H 1.02 -1.82 1.12  N2 1.030
9 H -0.94 1.10 0.80  N3 0.956
10 H 0.23 2.00 0.13  N3 1.007
11 H -1.18 1.61 -0.65  N3 1.004
12 H 0.60 0.20 -2.38  O4 0.987


Entry 2:
Entry from OMol25: 2 unconnected molecules or ions with the total composition CH7N2O2 at a distorted geometry (ωB97M-V with the def2-TZVPD basis set).

Summary:
Relative energy (zero: lowest compared OMol25 entry of this formula, charge and spin): 106.8 kcal per mole
E_LUMO: -3.70 eV
Total charge: +1
E_HOMO: -15.152 eV
Kohn-Sham gap: 11.4 eV
Multiplicity: 1
Total energy: -301.92781 hartree

Each atom is followed by the atoms it is bonded to, with distances in Å.
Positions of all 12 atoms, in Å:
1 C -0.20 0.70 0.23  O4 1.321, O5 1.244, H6 1.110
2 N 1.94 -0.11 0.08  O5 1.446, H7 1.074, H8 1.081
3 N -1.12 -1.16 -0.08  H9 0.975, H10 0.978, H11 1.008
4 O -1.00 1.70 -0.10  C1 1.321, H12 1.000
5 O 0.83 0.63 -0.47  C1 1.244, N2 1.446
6 H -0.31 0.18 1.20  C1 1.110
7 H 2.66 0.07 -0.70  N2 1.074
8 H 2.00 0.34 1.06  N2 1.081
9 H -0.83 -1.69 0.68  N3 0.975
10 H -2.07 -0.92 -0.04  N3 0.978
11 H -1.02 -1.81 -0.84  N3 1.008
12 H -0.88 2.09 -1.01  O4 1.000


Entry 3:
Entry from OMol25: 2 unconnected molecules or ions with the total composition CH7N2O3 at a distorted geometry (ωB97M-V with the def2-TZVPD basis set).

Summary:
Relative energy (zero: lowest compared OMol25 entry of this formula, charge and spin): 13.4 kcal per mole
E_LUMO: -3.66 eV
Total charge: +1
E_HOMO: -14.469 eV
Kohn-Sham gap: 10.8 eV
Multiplicity: 1
Total energy: -377.17687 hartree

Each atom is followed by the atoms it is bonded to, with distances in Å.
Positions of all 13 atoms, in Å:
1 C 0.57 -0.70 -0.08  N2 1.320, O4 1.292, O6 1.285
2 N 0.68 -0.80 1.23  C1 1.320, H7 0.945, H8 1.048
3 N -1.79 0.56 -0.40  H9 0.978, H10 1.030, H11 1.013
4 O 0.07 -1.71 -0.72  C1 1.292, H12 0.950
5 O 1.67 1.29 -0.05  O6 1.384, H13 0.933
6 O 0.87 0.37 -0.71  C1 1.285, O5 1.384
7 H 0.48 -1.55 1.78  N2 0.945
8 H 1.17 -0.09 1.82  N2 1.048
9 H -2.74 0.44 -0.60  N3 0.978
10 H -1.63 1.56 -0.55  N3 1.030
11 H -1.59 0.52 0.59  N3 1.013
12 H -0.01 -1.53 -1.65  O4 0.950
13 H 2.26 1.65 -0.68  O5 0.933


Entry 4:
Entry from OMol25: 2 unconnected molecules or ions with the total composition CH7N3O at a distorted geometry (ωB97M-V with the def2-TZVPD basis set).

Summary:
Relative energy (zero: lowest compared OMol25 entry of this formula, charge and spin): 27.5 kcal per mole
E_LUMO: 0.71 eV
E_HOMO: -9.653 eV
Kohn-Sham gap: 10.4 eV
Multiplicity: 1
Total energy: -281.80597 hartree

Each atom is followed by the atoms it is bonded to, with distances in Å.
Positions of all 12 atoms, in Å:
1 N -0.54 1.45 -1.57  C2 1.255, H5 1.004
2 C -0.09 0.68 -0.69  N1 1.255, N3 1.403, N4 1.382
3 N -0.01 0.99 0.68  C2 1.403, H6 1.003, H7 0.999
4 N 0.48 -0.53 -1.03  C2 1.382, H8 1.011, H9 1.010
5 H -1.12 2.22 -1.31  N1 1.004
6 H -0.48 0.38 1.33  N3 1.003
7 H 0.18 1.91 1.00  N3 0.999
8 H 1.29 -0.78 -0.48  N4 1.011
9 H 0.70 -0.55 -2.01  N4 1.010
10 O 0.07 -2.10 1.96  H11 0.954, H12 0.966
11 H 0.24 -1.16 1.91  O10 0.954
12 H -0.14 -2.31 1.04  O10 0.966


Entry 5:
Entry from OMol25: 2 unconnected molecules or ions with the total composition CH7N3O at a distorted geometry (ωB97M-V with the def2-TZVPD basis set).

Summary:
Relative energy (zero: lowest compared OMol25 entry of this formula, charge and spin): 148.1 kcal per mole
E_LUMO (spin up / spin down): -0.45 / 1.02 eV
E_HOMO (spin up / spin down): -6.865 / -9.002 eV
Kohn-Sham gap (spin up / spin down): 6.4 / 10.0 eV
Multiplicity: 1
Total energy: -281.61379 hartree

Each atom is followed by the atoms it is bonded to, with distances in Å.
Positions of all 12 atoms, in Å:
1 C 1.88 0.74 0.04  N2 1.454, H5 1.089, H6 1.088, H7 1.093
2 N 1.07 -0.39 -0.35  C1 1.454, N3 1.274, H10 1.110
3 N 0.72 -1.23 0.55  N2 1.274, H4 1.020
4 H 0.02 -1.85 0.14  N3 1.020
5 H 2.21 1.27 -0.85  C1 1.089
6 H 2.75 0.38 0.60  C1 1.088
7 H 1.29 1.42 0.67  C1 1.093
8 N -2.64 -0.23 0.21  O9 1.359, H11 1.019, H12 1.018
9 O -1.30 -0.14 -0.05  N8 1.359
10 H 0.15 -0.12 -0.93  N2 1.110
11 H -2.99 0.64 0.60  N8 1.019
12 H -3.17 -0.49 -0.62  N8 1.018


Entry 6:
Entry from OMol25: 2 unconnected molecules or ions with the total composition CH7N3O3PS at a distorted geometry (ωB97M-V with the def2-TZVPD basis set).

Summary:
Relative energy (zero: lowest compared OMol25 entry of this formula, charge and spin): 1.0 kcal per mole
E_LUMO: 3.67 eV
Total charge: -1
E_HOMO: -3.685 eV
Kohn-Sham gap: 7.4 eV
Multiplicity: 1
Total energy: -1171.89729 hartree

Each atom is followed by the atoms it is bonded to, with distances in Å.
Positions of all 16 atoms, in Å:
1 C 0.96 1.31 0.51  N4 1.344, H10 1.022, H11 1.119
2 N -1.35 -1.13 0.18  P8 1.793, H12 1.076, H13 1.049
3 N -0.76 0.16 -2.18  P8 1.680, H14 1.010, H15 1.011
4 N 1.51 0.31 1.22  C1 1.344, S9 2.026, H16 0.972
5 O 1.49 -2.34 0.59  S9 1.494
6 O -2.48 1.18 -0.50  P8 1.483
7 O 3.55 -1.17 0.20  S9 1.429
8 P -1.18 0.48 -0.59  N2 1.793, N3 1.680, O6 1.483
9 S 2.14 -1.15 -0.03  N4 2.026, O5 1.494, O7 1.429
10 H 0.56 2.15 0.94  C1 1.022
11 H 1.52 1.57 -0.42  C1 1.119
12 H -1.77 -0.84 1.12  N2 1.076
13 H -0.38 -1.47 0.37  N2 1.049
14 H -1.55 -0.06 -2.78  N3 1.010
15 H 0.22 0.02 -2.41  N3 1.011
16 H 1.07 -0.07 2.00  N4 0.972


Entry 7:
Entry from OMol25: 2 unconnected molecules or ions with the total composition CH7N4 at a distorted geometry (ωB97M-V with the def2-TZVPD basis set).

Summary:
Relative energy (zero: lowest compared OMol25 entry of this formula, charge and spin): 29.6 kcal per mole
E_LUMO: -3.49 eV
Total charge: +1
E_HOMO: -14.419 eV
Kohn-Sham gap: 10.9 eV
Multiplicity: 1
Total energy: -260.97770 hartree

Each atom is followed by the atoms it is bonded to, with distances in Å.
Positions of all 12 atoms, in Å:
1 C -1.92 0.59 0.02  N4 1.490, H6 1.103, H7 1.034, H8 1.083
2 N 1.58 -0.29 -0.62  N5 1.132
3 N 3.50 0.49 0.37  N5 1.159, H10 1.005
4 N -1.04 -0.61 -0.01  C1 1.490, H9 1.042, H11 1.132, H12 0.993
5 N 2.54 0.11 -0.17  N2 1.132, N3 1.159
6 H -1.69 1.19 -0.88  C1 1.103
7 H -2.92 0.33 0.02  C1 1.034
8 H -1.68 1.14 0.92  C1 1.083
9 H -0.05 -0.60 -0.31  N4 1.042
10 H 4.35 -0.01 0.56  N3 1.005
11 H -1.38 -1.37 -0.78  N4 1.132
12 H -1.31 -0.96 0.88  N4 0.993


Entry 8:
Entry from OMol25: a gas-phase ion, CH7N4 (charge +1) at a distorted geometry (ωB97M-V with the def2-TZVPD basis set).

Summary:
Relative energy (zero: lowest compared OMol25 entry of this formula, charge and spin): 17.5 kcal per mole
E_LUMO: -3.57 eV
Total charge: +1
E_HOMO: -13.758 eV
Kohn-Sham gap: 10.2 eV
Multiplicity: 1
Total energy: -260.99699 hartree

Each atom is followed by the atoms it is bonded to, with distances in Å.
Positions of all 12 atoms, in Å:
1 N 2.86 0.26 -0.01  N2 1.299, H6 1.056, H7 0.960
2 N 1.76 -0.41 0.13  N1 1.299, N3 1.252
3 N 0.69 0.19 -0.09  N2 1.252, C4 1.520
4 C -0.53 -0.70 -0.05  N3 1.520, N5 1.480, H8 1.016, H9 1.127
5 N -1.64 0.27 0.06  C4 1.480, H10 1.014, H11 0.996, H12 0.994
6 H 2.93 1.02 -0.74  N1 1.056
7 H 3.66 -0.25 0.15  N1 0.960
8 H -0.66 -1.15 -0.96  C4 1.016
9 H -0.45 -1.45 0.79  C4 1.127
10 H -1.77 0.69 0.98  N5 1.014
11 H -2.46 -0.08 -0.38  N5 0.996
12 H -1.21 1.08 -0.34  N5 0.994


Entry 9:
Entry from OMol25: 2 unconnected molecules or ions with the total composition CH7N4P2 at a distorted geometry (ωB97M-V with the def2-TZVPD basis set).

Summary:
Relative energy (zero: lowest compared OMol25 entry of this formula, charge and spin): 37.3 kcal per mole
E_LUMO: -4.99 eV
Total charge: +1
E_HOMO: -13.770 eV
Kohn-Sham gap: 8.8 eV
Multiplicity: 1
Total energy: -943.74941 hartree

Each atom is followed by the atoms it is bonded to, with distances in Å.
Positions of all 14 atoms, in Å:
1 C 1.64 1.42 0.83  N3 1.173, N5 1.271
2 N -0.15 -1.13 0.98  P6 1.670, H8 1.049, H9 1.027
3 N 0.67 1.20 0.21  C1 1.173
4 N -1.89 -1.27 -0.88  P6 1.680, P7 1.822, H10 1.007
5 N 2.68 1.60 1.54  C1 1.271, H11 0.962, H12 0.957
6 P -1.29 -2.20 0.38  N2 1.670, N4 1.680
7 P -2.72 -1.76 -2.43  N4 1.822, H13 1.443, H14 1.314
8 H 0.21 -0.41 0.30  N2 1.049
9 H 0.56 -1.45 1.65  N2 1.027
10 H -1.42 -0.39 -0.97  N4 1.007
11 H 3.40 1.98 1.04  N5 0.962
12 H 2.66 1.38 2.48  N5 0.957
13 H -4.07 -1.33 -2.13  P7 1.443
14 H -2.23 -0.58 -2.77  P7 1.314


Entry 10:
Entry from OMol25: 2 unconnected molecules or ions with the total composition CH7N5 at a distorted geometry (ωB97M-V with the def2-TZVPD basis set).

Summary:
Relative energy (zero: lowest compared OMol25 entry of this formula, charge and spin): 89.1 kcal per mole
E_LUMO (spin up / spin down): -11.11 / -11.11 eV
Total charge: +2
E_HOMO (spin up / spin down): -18.735 / -19.230 eV
Kohn-Sham gap (spin up / spin down): 7.6 / 8.1 eV
Multiplicity: 1
Total energy: -315.12756 hartree

Each atom is followed by the atoms it is bonded to, with distances in Å.
Positions of all 13 atoms, in Å:
1 C -0.70 0.32 -0.73  N2 1.306, N3 1.334, H7 1.061
2 N 0.08 -0.54 -1.33  C1 1.306, N5 1.217
3 N -0.38 0.46 0.56  C1 1.334, N6 1.322, H8 1.039
4 N 1.00 0.45 2.33  N6 1.307, H9 0.998, H10 1.030
5 N 0.04 -1.02 -2.45  N2 1.217, H12 1.006
6 N 0.71 -0.02 1.14  N3 1.322, N4 1.307, H13 0.970
7 H -1.50 0.78 -1.25  C1 1.061
8 H -1.07 1.06 1.05  N3 1.039
9 H 0.51 1.28 2.58  N4 0.998
10 H 1.33 -0.13 3.11  N4 1.030
11 H -1.48 -0.96 -3.28  no bonds
12 H 0.54 -1.78 -2.88  N5 1.006
13 H 1.38 -0.51 0.64  N6 0.970